1.
Below is 2 unconnected molecules or ions with the total composition C5H13N2O, with properties calculated with wB97M-V/def2-TZVPD.

Cartesian coordinates (Å):
C 0.158 -1.704 0.878
C -0.605 -0.883 1.938
C 0.431 0.646 0.765
C 1.140 1.859 0.529
C 1.608 -0.547 -0.923
N -2.190 0.293 -0.909
N 0.644 -0.515 0.130
O -0.302 0.460 1.813
H 0.953 -2.293 1.524
H -0.441 -2.344 0.362
H -1.691 -0.997 1.859
H -0.245 -1.136 2.949
H 0.593 2.584 1.217
H 0.971 2.026 -0.538
H 2.274 1.722 0.677
H 2.058 -1.563 -0.942
H 1.300 -0.529 -2.022
H 2.334 0.193 -0.771
H -1.646 -0.559 -1.115
H -2.435 0.874 -1.658
H -3.070 0.007 -0.508

## Properties
energy relative to the best compared isomer or geometry (same formula, charge and spin): 52.1 kcal/mol
charge: +1
LUMO energy: -3.5 eV
HOMO-LUMO gap: 10.229 eV
max |F|: 0.100 Eh/bohr
HOMO: -13.761 eV
electronic energy: -10415.938 eV

=====

2.
Below is 3 unconnected molecules or ions with the total composition C19H36NO5, with properties calculated with wB97M-V/def2-TZVPD.

Cartesian coordinates (Å):
C 7.467 0.044 2.876
C 6.852 -0.542 1.774
C 5.688 0.015 1.266
C 5.120 1.152 1.855
C 3.880 1.799 1.308
N 2.573 1.162 1.762
C 2.613 -0.306 2.048
C 1.166 -0.787 2.095
O 0.268 0.157 2.637
C 0.820 1.072 3.546
C 2.045 1.830 2.984
C 5.746 1.726 2.962
C 6.915 1.173 3.472
H 8.381 -0.378 3.264
H 7.273 -1.418 1.309
H 5.209 -0.415 0.397
H 3.850 2.830 1.643
H 3.897 1.759 0.223
H 1.905 1.279 0.998
H 3.146 -0.456 2.980
H 3.104 -0.800 1.222
H 0.848 -0.952 1.065
H 1.141 -1.755 2.597
H 0.042 1.801 3.747
H 1.068 0.621 4.508
H 1.828 2.873 2.786
H 2.853 1.773 3.710
H 5.334 2.613 3.423
H 7.402 1.629 4.319
C -1.382 -0.814 -0.987
O -0.086 -1.120 -1.492
C -0.072 -2.277 -2.322
C -0.130 -1.928 -3.795
O -1.349 -1.296 -4.143
C -1.262 0.115 -4.228
H -1.362 0.217 -0.632
H -2.157 -0.908 -1.747
H -1.620 -1.474 -0.145
H -0.899 -2.942 -2.059
H 0.865 -2.807 -2.123
H -0.070 -2.855 -4.373
H 0.723 -1.302 -4.075
H -0.800 0.415 -5.174
H -0.692 0.539 -3.398
H -2.276 0.510 -4.193
C -6.411 1.804 -1.610
O -7.139 0.659 -2.013
C -6.409 -0.213 -2.859
C -5.824 -1.387 -2.103
O -4.858 -0.983 -1.142
C -5.376 -0.899 0.175
H -6.927 2.240 -0.756
H -5.389 1.552 -1.315
H -6.381 2.543 -2.418
H -5.619 0.334 -3.384
H -7.107 -0.597 -3.608
H -5.316 -2.043 -2.816
H -6.620 -1.965 -1.623
H -5.449 -1.896 0.623
H -6.357 -0.422 0.196
H -4.682 -0.300 0.766

## Properties
energy relative to the best compared isomer or geometry (same formula, charge and spin): 0.0 kcal/mol
charge: +1
LUMO energy: -2.7 eV
HOMO-LUMO gap: 8.040 eV
max |F|: 0.012 Eh/bohr
HOMO: -10.783 eV
electronic energy: -32005.198 eV

=====

Which of these has the highest HOMO-LUMO gap?
C5H13N2O

=====

Which of these has the highest HOMO-LUMO gap?
C5H13N2O